No. 1
This record from the OMol25 dataset describes a molecular structure, C28H35N5O2PRh at a distorted geometry. The level of theory is the ωB97M-V functional and the def2-TZVPD basis.

Properties
Electronic energy (eV): -53432.7163
HOMO energy (eV): -12.325
Maximum force (eV/A): 2.1
Total charge: +2
Orbital gap (eV): 3.9046

Geometry as XYZ:
```
72
Properties=species:S:1:pos:R:3:forces:R:3
Rh 0.8907 -0.4820 0.0117 0.810 -0.903 -0.007
O -3.3907 -5.6828 1.1061 0.823 0.732 0.184
C -3.0092 -5.2945 -0.0129 -1.650 -1.290 0.384
O -3.3733 -5.6719 -1.1308 0.565 0.451 -0.717
C -2.0163 -4.1417 -0.0148 0.136 -0.014 0.174
C -1.5537 -3.6212 -1.2221 0.170 0.035 -0.014
C -0.6861 -2.5570 -1.1839 0.052 0.073 0.009
N -0.3146 -2.0319 0.0021 -0.556 0.785 -0.008
C -0.7115 -2.5516 1.1806 0.010 0.021 -0.023
C -1.5817 -3.6162 1.2006 0.206 0.082 -0.008
C -0.1302 -1.8606 2.3465 -0.045 -0.042 -0.118
C -0.3719 -2.2546 3.6493 0.006 0.009 0.115
C 0.1875 -1.5340 4.6929 -0.010 -0.010 -0.055
C 0.9665 -0.4242 4.3996 0.004 0.017 -0.009
C 1.1765 -0.0915 3.0771 0.021 -0.029 0.001
N 0.6623 -0.7976 2.0599 0.053 0.194 0.087
C -0.0821 -1.8674 -2.3404 -0.063 -0.069 0.146
C -0.2942 -2.2655 -3.6490 0.017 0.013 -0.135
C 0.2793 -1.5434 -4.6825 -0.015 -0.016 0.066
C 1.0406 -0.4223 -4.3769 0.008 0.017 0.021
C 1.2181 -0.0864 -3.0516 0.026 -0.030 -0.015
N 0.6952 -0.7990 -2.0416 0.058 0.222 -0.078
H -1.9040 -4.0811 -2.1382 -0.069 -0.112 0.070
H -1.9567 -4.0751 2.1078 -0.055 -0.108 -0.069
H -0.9923 -3.1174 3.8459 -0.009 0.002 -0.025
H 0.0090 -1.8304 5.7178 0.001 0.000 0.000
H 1.4082 0.1806 5.1788 0.000 -0.004 0.002
H 1.7562 0.7795 2.8104 0.009 -0.004 0.015
H -0.9038 -3.1334 -3.8567 -0.011 0.002 0.026
H 0.1239 -1.8437 -5.7099 0.001 0.001 -0.001
H 1.4864 0.1882 -5.1494 -0.001 -0.004 -0.004
H 1.7629 0.8073 -2.7751 0.005 -0.002 -0.016
N 3.8188 0.0657 -1.0644 -0.043 0.090 -0.036
C 5.1179 0.0732 -0.7391 -0.010 -0.010 0.037
C 5.1938 0.0410 0.6368 0.018 -0.013 -0.041
C 3.8715 0.0082 1.0636 -0.026 0.044 0.021
N 3.0222 0.0311 0.0276 -0.280 0.206 0.021
H 3.4261 0.0382 -1.9892 0.020 -0.039 -0.004
H 5.8835 0.0930 -1.4973 0.005 -0.012 0.004
H 6.0828 0.0325 1.2419 -0.003 -0.010 0.004
H 3.5043 -0.0414 2.0726 0.020 -0.007 -0.002
C 1.5001 3.0435 -1.2141 -0.029 0.019 -0.013
C 0.6209 2.9052 0.0297 0.476 -0.211 -0.001
C 1.4648 3.0348 1.2984 -0.026 0.026 0.016
P -0.4175 1.3907 0.0085 -0.588 0.347 0.007
C -1.4227 1.5305 -1.5229 0.043 -0.302 -0.204
C -2.0550 2.9082 -1.7586 0.038 0.076 0.143
C -2.4812 0.4282 -1.6626 -0.010 0.027 0.036
C -1.4592 1.5127 1.5166 0.042 -0.301 0.200
C -2.5242 0.4125 1.6159 -0.014 0.027 -0.040
C -2.0925 2.8894 1.7562 0.043 0.078 -0.142
H 2.0158 4.0034 -1.1831 -0.014 0.008 0.002
H 0.9309 3.0123 -2.1437 0.000 -0.004 -0.001
H 2.2690 2.2692 -1.2297 0.013 0.029 0.010
H -0.1171 3.7113 0.0216 -0.093 -0.075 -0.002
H 2.2262 2.2545 1.3374 0.018 0.032 -0.012
H 0.8678 3.0073 2.2101 0.001 -0.011 0.002
H 1.9876 3.9913 1.2834 -0.014 0.008 -0.003
H -0.6746 1.3844 -2.3062 -0.014 0.000 -0.006
H -2.8626 3.1067 -1.0574 -0.004 -0.001 -0.007
H -2.4880 2.9157 -2.7593 0.001 -0.045 -0.001
H -1.3418 3.7288 -1.7084 -0.004 0.007 -0.030
H -3.3865 0.6914 -1.1192 -0.006 0.004 -0.006
H -2.1504 -0.5422 -1.2969 -0.026 0.005 -0.013
H -2.7566 0.3211 -2.7119 0.011 0.008 -0.003
H -0.7294 1.3532 2.3142 -0.016 0.000 0.009
H -3.4168 0.6878 1.0573 -0.006 0.004 0.006
H -2.8224 0.2902 2.6572 0.011 0.007 0.003
H -2.1891 -0.5535 1.2430 -0.027 0.006 0.014
H -2.8832 3.1006 1.0396 -0.005 -0.001 0.008
H -1.3757 3.7081 1.7347 -0.003 0.007 0.028
H -2.5484 2.8841 2.7466 0.002 -0.045 0.001
```
Positions in Å, forces in eV/Å.

Löwdin population analysis, charges in e, atoms 1 to 5: 1.03 0.01 -0.68 0.02 -0.03



No. 2
This record from the OMol25 dataset describes a single C4H5N3 molecule at a distorted geometry. The level of theory is the ωB97M-V functional and the def2-TZVPD basis.

Properties
Electronic energy (eV): -8694.4106
HOMO energy (eV): -9.074
Maximum force (eV/A): 6.6
Structure (SMILES): c1nnn2c1CC2
Energy above the lowest of the compared OMol25 structures with the same formula, charge and spin (kJ/mol): 521.2
Orbital gap (eV): 9.7899

Geometry as XYZ:
```
12
Properties=species:S:1:pos:R:3:forces:R:3
C 1.0422 0.6146 0.1379 4.219 1.833 -4.735
C 1.2119 -0.8594 0.0505 -0.420 -2.355 -1.015
C -1.7571 0.8518 -0.0240 -0.204 2.932 -1.003
C -0.4055 0.6058 -0.1603 -1.222 -3.827 -1.076
H 1.8929 0.9595 -0.6764 -2.587 0.217 1.271
H 1.4089 1.1360 0.9375 0.343 0.943 2.610
H 1.7457 -1.3008 -0.9014 -0.845 1.062 2.027
H 1.6281 -1.3410 0.9578 -0.907 -0.089 -0.450
H -2.3528 1.8406 -0.1972 1.386 -2.080 0.826
N -0.2937 -0.8594 -0.3165 -3.377 3.423 2.606
N -1.6539 -1.2864 0.1193 1.891 -3.946 -1.182
N -2.4666 -0.3615 0.0726 1.723 1.888 0.120
```
Positions in Å, forces in eV/Å.

natural (NBO) population analysis, charges in e, atoms 1 to 5: -0.44 -0.20 -0.16 0.10 0.21



Computed M (g/mol) in order:
607.5 95.1